[1]
ORCA calculation (wB97M-V/def2-TZVPD) on the ion C6H8N with charge +1 in a non-equilibrium geometry.

Relative energy (zero: lowest compared OMol25 entry of this formula, charge and spin) (kJ/mol): 553.23
Total charge: +1
Orbital gap (eV): 7.55
LUMO (eV): -6.15
E (Ha): -287.74552

Geometry (Å):
N1 1.604 -1.004 0.729
C1 -2.378 -0.165 -0.037
C2 -3.511 -0.040 0.607
C3 -0.236 0.323 -0.961
C4 -1.345 -0.442 -0.797
C5 0.960 0.735 -1.036
C6 1.939 0.205 -0.009
H1 -4.369 0.497 0.293
H2 2.197 -1.870 0.421
H3 -3.467 -0.624 1.520
H4 1.508 1.508 -1.500
H5 1.714 -1.005 1.786
H6 2.884 -0.007 -0.624
H7 2.249 1.167 0.587
H8 -1.415 -1.306 -1.480

Cartesian forces (eV/Å) of the 6 atoms listed first:
N 1.3 -1.9 1.0
C -3.5 1.2 1.4
C 3.0 -1.1 -0.4
C 0.1 -0.1 0.4
C 1.3 -1.1 -2.2
C -0.2 -0.1 1.0

These are the Mulliken partial charges, in e, on atoms 1 to 2: N -0.60; C 0.44

=====

[2]
ORCA calculation (wB97M-V/def2-TZVPD) on an isolated molecule of C5H11N.

Relative energy (zero: lowest compared OMol25 entry of this formula, charge and spin) (kJ/mol): 79.83
SMILES: C=CCCCN
Total charge: 0
Orbital gap (eV): 10.42
LUMO (eV): 1.21
E (Ha): -251.83212

Geometry (Å):
N1 -2.020 0.966 0.713
C1 0.258 -0.290 -0.998
C2 1.566 -0.211 -0.261
C3 -0.828 -0.994 -0.187
C4 2.495 0.699 -0.496
C5 -1.278 -0.237 1.065
H1 -1.488 1.504 0.041
H2 -2.205 1.570 1.502
H3 1.794 -0.998 0.448
H4 2.378 1.465 -1.262
H5 0.379 -0.869 -1.913
H6 -1.689 -1.183 -0.835
H7 -1.908 -0.924 1.626
H8 -0.442 -1.954 0.141
H9 -0.080 0.710 -1.277
H10 3.445 0.803 0.023
H11 -0.377 -0.054 1.670

Cartesian forces (eV/Å) of the 6 atoms listed first:
N 0.0 -0.1 -0.2
C -0.2 -0.2 0.3
C 0.3 0.0 -0.3
C -0.2 0.3 0.1
C 0.4 0.8 -0.2
C 0.4 -0.3 -0.2

These are the Mulliken partial charges, in e, on atoms 1 to 2: N -0.60; C -0.50

=====

[3]
ORCA calculation (wB97M-V/def2-TZVPD) on a structure of composition C4H4GdO in a non-equilibrium geometry.

Relative energy (zero: lowest compared OMol25 entry of this formula, charge and spin) (kJ/mol): 153.06
Multiplicity: 9
Total charge: +4
Orbital gap (spin up / spin down) (eV): 8.84 / 4.77
LUMO (spin up / spin down) (eV): -19.91 / -22.45
E (Ha): -993.43888

Geometry (Å):
Gd1 2.892 0.284 0.709
O1 0.692 -0.784 0.154
C1 -4.040 0.087 0.061
C2 -1.462 0.243 -0.200
C3 -2.816 0.192 -0.012
C4 -0.602 -0.919 0.132
H1 -0.979 -1.585 0.949
H2 -0.984 1.230 -0.300
H3 -1.023 -1.318 -0.953
H4 -5.120 -0.013 0.057

Cartesian forces (eV/Å) of the 6 atoms listed first:
Gd -0.5 -0.8 -0.1
O 2.8 1.2 -0.3
C -2.5 -0.1 0.0
C 0.6 -0.4 1.9
C 2.2 0.2 -0.6
C -1.9 0.3 0.2

These are the Mulliken partial charges, in e, on atoms 1 to 2: Gd 2.21; O -0.45